Version i
Computed, not measured: C40H64F3IN2O11S4 as an isolated structure, with ωB97M-V/def2-TZVPD.

Calculated values
Gap between HOMO and LUMO ... 7.0 eV
LUMO ... -0.7 eV
E_HOMO ... -7.717 eV

```
! wB97M-V def2-TZVPD RIJCOSX def2/J DEFGRID3
* xyz 0 1
C 3.1439 0.7326 4.5328
C 3.3309 -0.8014 4.2748
O 4.4899 -1.2644 4.1828
N 2.0759 -1.6414 4.0508
H 1.8209 -1.9444 5.2918
H 1.2269 -1.1014 3.7978
C 2.3419 -3.0044 3.4248
H 2.1329 1.0846 4.3438
H 3.6969 1.2836 3.8968
H 3.3959 1.0736 5.4578
H 2.6519 -2.7444 2.2868
H 1.2669 -3.5204 3.3388
H 2.9259 -3.8694 4.0108
C 0.2429 2.8056 1.4528
C -0.3641 1.6916 0.7098
O -1.2891 1.9646 -0.0912
N 0.2319 0.2966 0.9428
H 1.1919 0.4876 1.0898
H 0.2089 0.0536 1.9198
C -0.0701 -0.7154 -0.0842
H 0.9589 2.4066 2.2398
H -0.4591 3.2766 2.1838
H 0.5949 3.4636 0.9038
H -1.1441 -0.7444 -0.1782
H 0.2989 -1.6774 0.3918
H 0.4589 -0.4824 -0.9802
I 3.7309 0.4776 0.1868
O 0.0259 -0.3044 3.3468
H -0.6851 -1.0204 3.9178
F -2.4871 0.2996 -2.8692
C -3.4911 -0.3924 -2.3212
C -4.0361 0.1766 -1.1652
C -5.0371 -0.4324 -0.5642
C -5.6271 -1.6634 -1.0252
C -5.1111 -2.2054 -2.2132
C -3.9441 -1.6184 -2.9052
H -3.5871 1.0396 -0.8992
H -5.4671 0.0066 0.4578
H -6.3511 -2.0894 -0.6172
H -5.6601 -2.9024 -2.7412
H -3.5311 -1.9064 -3.8472
F -5.2721 -0.4584 4.2498
C -4.6831 0.7196 4.1418
C -3.2961 0.9206 4.3838
C -2.7161 2.1676 4.1888
C -3.4261 3.1886 3.5828
C -4.8091 3.0256 3.3438
C -5.3741 1.8346 3.6238
H -2.8931 -0.0204 4.4718
H -1.5241 2.2586 4.3368
H -2.9991 4.0946 3.2578
H -5.2001 3.9586 2.7508
H -6.2621 1.3526 3.2888
F 2.7629 4.3196 3.1788
C 2.9689 5.5956 2.7008
C 2.5139 6.6646 3.4608
C 2.4099 7.9536 2.7848
C 2.8119 7.9986 1.4788
C 3.3629 6.9946 0.7778
C 3.2889 5.6686 1.3388
H 2.2309 6.6366 4.4748
H 2.1539 8.6496 3.4868
H 2.8119 8.8406 0.9948
H 3.4809 7.1196 -0.2412
H 3.7169 4.7946 0.7018
C -3.1481 -2.9734 1.3138
C -4.3831 -3.1934 2.1808
C -3.9891 -4.0694 3.1918
S -2.6021 -5.0424 2.5868
O -3.0761 -6.3304 2.3278
O -1.6381 -4.8684 3.5838
C -2.3801 -4.2084 1.0788
H -2.6521 -2.3614 1.8558
H -3.3511 -2.5594 0.3028
H -5.0621 -3.7624 1.5768
H -4.9151 -2.2914 2.2998
H -4.9671 -4.3374 3.6008
H -3.5301 -3.7054 3.9308
H -2.7951 -4.4854 0.1008
H -1.2741 -4.1864 0.9688
C 2.9249 2.8586 -3.8062
C 3.0349 4.2226 -4.4052
C 2.7169 5.0716 -3.4092
S 1.2629 4.5386 -2.7432
O 0.2029 4.8946 -3.6412
O 1.1009 4.6636 -1.3592
C 1.6559 2.8636 -2.9502
H 3.8379 2.6826 -3.2302
H 3.0999 1.8836 -4.5292
H 2.4389 4.3056 -5.3392
H 4.2269 4.3176 -4.2982
H 2.7669 6.2306 -3.7552
H 3.3819 5.1556 -2.5902
H 1.1629 2.1816 -3.4562
H 2.0949 2.5196 -1.9712
C 3.1779 -5.8734 -1.5982
C 3.5179 -4.4364 -2.0942
C 2.9469 -3.5964 -1.1362
S 1.4069 -4.1604 -0.7412
O 0.3949 -3.6644 -1.6282
O 1.2049 -3.9844 0.7268
C 1.7189 -5.8634 -1.0292
H 4.0379 -6.1914 -0.9372
H 3.3099 -6.5414 -2.3632
H 3.1659 -4.3764 -3.1642
H 4.5969 -4.2804 -1.9832
H 2.7669 -2.5094 -1.5912
H 3.4609 -3.6094 -0.3782
H 0.9379 -6.2854 -1.8932
H 1.7579 -6.5484 -0.1052
C -0.2321 0.0956 -5.3462
C 0.5339 -0.7604 -4.2962
C 0.3989 -2.1134 -4.4032
S 0.6439 -2.2864 -6.1562
O -0.3911 -3.1904 -6.5362
O 2.0359 -2.6564 -6.4962
C 0.2949 -0.6004 -6.6132
H -0.0951 1.1716 -5.1372
H -1.4561 0.1156 -5.2892
H 0.1499 -0.2974 -3.3092
H 1.6689 -0.3184 -4.2482
H -0.4311 -2.7734 -4.1932
H 1.1759 -2.5614 -3.8612
H -0.2541 -0.5534 -7.5372
H 1.2499 -0.2134 -6.9682
*
```

---

Version ii
Computed, not measured: C40H64F3IN2O11S4 as an isolated structure, with ωB97M-V/def2-TZVPD.

Calculated values
Gap between HOMO and LUMO ... 7.5 eV
LUMO ... -0.2 eV
E_HOMO ... -7.747 eV

```
! wB97M-V def2-TZVPD RIJCOSX def2/J DEFGRID3
* xyz 0 1
C -1.6764 -4.2468 -4.3184
C -2.1174 -4.5028 -2.8954
O -1.9914 -5.6518 -2.4304
N -3.0324 -3.5398 -2.1744
H -3.6194 -4.0168 -1.3774
H -2.1594 -3.1878 -1.5454
C -3.6714 -2.4468 -2.9624
H -1.5734 -5.0908 -4.8554
H -0.6654 -3.7768 -4.4414
H -2.3314 -3.8408 -5.0274
H -3.0984 -1.9078 -3.6684
H -3.8744 -1.6038 -2.1724
H -4.4644 -2.8288 -3.4494
C 1.7036 -2.1448 -1.0804
C 1.1146 -0.7718 -0.6734
O 1.9306 -0.0808 -0.1504
N -0.2904 -0.4208 -0.9514
H -0.1434 -0.2428 -1.9394
H -1.0184 -1.4198 -0.7434
C -0.7214 0.7852 -0.2804
H 1.7366 -2.6928 0.0396
H 2.7246 -1.8218 -1.3064
H 1.1066 -2.5808 -1.9134
H -0.7174 0.9282 0.7556
H -1.6434 0.9732 -0.6534
H -0.2784 1.8262 -0.5634
I -0.1994 -0.5618 -4.4174
O -1.7244 -2.4718 -0.2084
H -1.5734 -1.9768 0.6866
F 0.7256 -8.3098 -0.3014
C 1.3996 -7.3468 -1.0244
C 2.4096 -6.5858 -0.2924
C 2.9196 -5.3698 -0.8794
C 2.6876 -5.0988 -2.1884
C 1.6756 -5.7968 -2.8844
C 0.9396 -6.8148 -2.2424
H 2.7036 -6.9988 0.5056
H 3.5026 -4.9328 -0.2594
H 3.2866 -4.1518 -2.5624
H 1.4746 -5.6498 -3.7784
H 0.1366 -7.4898 -2.6704
F 2.5926 2.7272 -0.5584
C 2.2886 3.4732 -1.7024
C 1.6876 4.8412 -1.5314
C 1.4156 5.5762 -2.6734
C 1.3876 4.9822 -3.9654
C 1.7886 3.6662 -4.0764
C 2.2796 2.9452 -2.9354
H 1.4206 5.0862 -0.4754
H 1.0266 6.5512 -2.6564
H 1.1526 5.5112 -4.8234
H 1.6236 3.0162 -4.8484
H 2.5046 1.8852 -3.2594
F 1.3096 6.5682 5.0426
C 1.4346 5.3612 4.3996
C 0.7376 5.1122 3.1476
C 1.0426 3.8322 2.4706
C 1.8706 2.8902 2.9076
C 2.6196 3.1942 4.1606
C 2.2896 4.3662 4.8746
H 0.1806 5.9462 2.5956
H 0.4116 3.7242 1.4656
H 1.9856 1.9262 2.5656
H 3.3096 2.4702 4.4736
H 2.8376 4.6242 5.8526
C -4.7384 0.1242 1.8396
C -6.1104 -0.7358 2.2276
C -6.9934 -0.3338 1.2346
S -6.2334 0.1192 -0.2264
O -6.5964 1.3942 -0.5634
O -6.5244 -0.8978 -1.2834
C -4.5654 0.0712 0.3196
H -3.7254 -0.2888 2.3826
H -4.8184 1.1462 2.2306
H -6.3624 -0.7778 3.3996
H -5.7474 -1.8478 1.6896
H -7.2554 0.5822 1.5876
H -7.8804 -0.8298 1.2186
H -3.9964 0.8562 -0.3554
H -4.1524 -0.7338 -0.1944
C -3.4134 7.1112 -1.3064
C -1.9214 6.8842 -1.1894
C -1.7114 5.9292 -0.1364
S -2.9934 4.8722 -0.1454
O -3.6454 4.7922 1.1326
O -2.6244 3.5932 -0.7024
C -3.9424 5.6892 -1.2164
H -3.7084 7.5272 -2.3144
H -3.9864 7.5242 -0.4844
H -1.4294 7.7782 -0.7194
H -1.4424 6.3942 -2.2674
H -1.8914 6.3622 0.8816
H -0.8934 5.3232 -0.1144
H -5.0224 5.4102 -1.0964
H -3.8064 5.2832 -2.1344
C 7.0846 -0.1358 0.5736
C 6.3716 -0.0748 -0.7824
C 5.2106 -0.7738 -0.6934
S 5.4916 -2.1568 0.3076
O 6.0046 -3.1958 -0.6084
O 4.2546 -2.5308 1.0696
C 6.8306 -1.5668 1.2116
H 6.7026 0.6882 1.2966
H 8.1326 0.0002 0.4376
H 7.1066 -0.8168 -1.4494
H 6.4386 0.8932 -1.1174
H 4.7436 -1.0268 -1.6604
H 4.5716 -0.0778 -0.2754
H 7.6966 -2.2468 1.1516
H 6.4556 -1.5428 2.3076
C 0.9026 -2.9098 2.8396
C 0.0146 -1.7378 2.9836
C -0.9894 -1.9808 3.8886
S -0.2204 -2.9828 5.0596
O -1.0904 -4.1448 5.2626
O 0.3196 -2.1788 6.1116
C 1.1346 -3.6738 4.0866
H 1.9646 -2.8368 2.5056
H 0.3466 -3.5568 2.3876
H -0.4364 -1.4448 2.0006
H 0.8066 -0.9848 3.3516
H -1.7574 -2.6548 3.6346
H -1.6104 -1.0948 4.2736
H 0.8186 -4.5898 4.2126
H 2.0456 -3.4088 4.7846
*
```

---

version ii takes first place; second place is 0.0337 hartree up.

---

Version i
Computed, not measured: a 10-piece molecular cluster, C24H48Cl6O21 overall, with ωB97M-V/def2-TZVPD.

Calculated values
Gap between HOMO and LUMO ... 10.9 eV
LUMO ... 0.4 eV
SMILES string ... COC(=O)OC.COC(=O)OC.COC(=O)OC.COC(=O)OC.COC(=O)OC.COC(=O)OC.COC(=O)OC.ClCCl.ClCCl.ClCCl
E_HOMO ... -10.480 eV

```
! wB97M-V def2-TZVPD RIJCOSX def2/J DEFGRID3
* xyz 0 1
C -2.1663 -7.2003 -18.0320
O -1.7661 -7.3033 -19.3933
C -2.4541 -6.7467 -20.3633
O -3.5973 -6.2860 -20.2498
O -1.8126 -6.9059 -21.4647
C -2.3417 -6.3891 -22.6791
H -1.2711 -7.2287 -17.4107
H -2.8282 -8.0181 -17.7470
H -2.7608 -6.3110 -17.8228
H -1.6394 -6.5715 -23.4924
H -2.6908 -5.3567 -22.6947
H -3.2337 -6.9939 -22.8423
C -12.4413 0.5539 -16.5707
O -12.4246 -0.8314 -16.4138
C -13.3645 -1.5914 -17.0273
O -14.1744 -1.2032 -17.8967
O -13.2048 -2.8213 -16.5064
C -14.0991 -3.7911 -16.8957
H -12.3900 0.8846 -17.6080
H -11.5887 1.0269 -16.0835
H -13.2951 1.0693 -16.1310
H -13.8212 -4.7374 -16.4315
H -14.1692 -4.0224 -17.9586
H -15.1157 -3.5506 -16.5844
C -6.1414 -7.0944 -22.9342
O -5.7843 -5.6883 -22.9826
C -5.3128 -5.1494 -24.1114
O -5.3147 -5.6954 -25.1639
O -4.8681 -3.9462 -23.8607
C -4.4510 -3.1304 -24.8642
H -6.4842 -7.4923 -23.8894
H -6.8491 -7.1402 -22.1065
H -5.3052 -7.7126 -22.6074
H -4.1324 -2.2017 -24.3908
H -5.1808 -2.8922 -25.6380
H -3.5389 -3.5568 -25.2818
C -8.9571 -1.9526 -13.5363
O -8.0316 -1.8273 -14.5692
C -8.3376 -1.0863 -15.6592
O -9.3473 -0.3593 -15.8541
O -7.2305 -1.1108 -16.4618
C -7.3356 -0.5948 -17.7607
H -9.9087 -2.2870 -13.9495
H -9.0006 -1.0447 -12.9346
H -8.7021 -2.7446 -12.8320
H -7.4938 -1.4516 -18.4156
H -6.4012 -0.0650 -17.9463
H -8.1148 0.1620 -17.8507
C -8.7851 -7.7715 -15.7780
O -7.8291 -7.4617 -14.8179
C -7.5002 -6.1908 -14.6061
O -8.1694 -5.1872 -14.9109
O -6.3079 -6.1593 -14.0348
C -5.6612 -4.9658 -13.6829
H -9.1365 -8.7668 -15.5059
H -8.2780 -7.7946 -16.7426
H -9.5970 -7.0443 -15.7890
H -5.4853 -4.4621 -14.6334
H -4.6847 -5.1551 -13.2370
H -6.3164 -4.4407 -12.9879
C -4.9030 -10.8284 -20.3515
O -6.2214 -10.9117 -20.7427
C -7.1383 -10.3613 -20.0202
O -6.9852 -9.6343 -19.0401
O -8.3293 -10.5353 -20.6527
C -9.5382 -10.1049 -20.0569
H -4.7133 -11.5665 -19.5723
H -4.6104 -9.8792 -19.9026
H -4.3772 -11.0280 -21.2852
H -9.5094 -9.8850 -18.9897
H -10.1865 -10.9792 -20.1161
H -10.0201 -9.3037 -20.6172
C -6.3992 -6.2882 -18.9174
O -7.1126 -5.1678 -18.4167
C -8.4434 -5.1061 -18.3815
O -9.2507 -5.9421 -18.7648
O -8.7966 -4.0246 -17.6989
C -10.1894 -3.7704 -17.3918
H -6.3025 -6.3397 -20.0019
H -6.9766 -7.1800 -18.6735
H -5.4364 -6.3425 -18.4093
H -10.3219 -2.8515 -16.8207
H -10.6723 -4.5383 -16.7875
H -10.7293 -3.7549 -18.3385
C -4.7146 -3.1627 -20.3015
Cl -5.5678 -1.6399 -20.7536
Cl -3.5887 -2.8579 -18.9950
H -5.5126 -3.8684 -20.0711
H -4.1434 -3.4220 -21.1929
C -12.1798 -7.3906 -18.4441
Cl -12.8808 -8.6803 -19.5285
Cl -12.4323 -5.8018 -19.2134
H -12.5704 -7.3889 -17.4265
H -11.0956 -7.4963 -18.4079
C -9.7638 -5.0873 -21.9948
Cl -9.3198 -6.8094 -21.8234
Cl -8.3146 -4.0229 -22.2523
H -10.4819 -4.9261 -22.7988
H -10.3194 -4.8820 -21.0798
*
```

---

Version ii
Computed, not measured: a 10-piece molecular cluster, C24H48Cl6O21 overall, with ωB97M-V/def2-TZVPD.

Calculated values
Gap between HOMO and LUMO ... 11.0 eV
LUMO ... 0.5 eV
SMILES string ... COC(=O)OC.COC(=O)OC.COC(=O)OC.COC(=O)OC.COC(=O)OC.COC(=O)OC.COC(=O)OC.ClCCl.ClCCl.ClCCl
E_HOMO ... -10.571 eV

```
! wB97M-V def2-TZVPD RIJCOSX def2/J DEFGRID3
* xyz 0 1
C -13.9104 -11.7213 15.8146
O -14.9201 -11.6733 14.8492
C -16.1862 -11.8792 15.3701
O -16.5181 -12.0136 16.5688
O -17.0020 -11.9835 14.2890
C -18.4264 -12.3386 14.4277
H -13.9717 -10.8031 16.3988
H -12.9000 -11.7171 15.4060
H -14.0263 -12.6708 16.3373
H -18.4638 -13.4023 14.1930
H -19.0602 -11.5882 13.9551
H -18.8175 -12.2293 15.4392
C -18.6345 -15.6516 9.3195
O -18.0045 -16.3380 10.3764
C -18.3477 -16.0934 11.6336
O -19.0941 -15.1620 11.9820
O -17.6532 -16.9893 12.4128
C -17.8149 -17.0438 13.8032
H -18.6688 -14.5853 9.5430
H -19.6789 -15.9635 9.3251
H -18.0712 -15.8861 8.4162
H -17.2406 -16.3027 14.3592
H -17.5995 -17.9823 14.3141
H -18.8780 -16.8315 13.9169
C -10.2154 -16.5735 19.9921
O -9.5047 -15.3500 20.1942
C -8.7286 -15.1340 21.3112
O -7.8459 -14.2492 21.2521
O -8.9091 -15.9989 22.3011
C -7.9356 -16.0489 23.3615
H -10.4274 -16.6918 18.9295
H -11.0905 -16.4732 20.6341
H -9.5976 -17.4494 20.1901
H -8.0132 -15.1082 23.9065
H -6.9412 -16.2453 22.9607
H -8.1800 -16.8361 24.0748
C -13.1131 -18.0034 12.8165
O -12.0942 -18.9130 12.5118
C -10.8964 -18.7389 13.0166
O -10.5910 -17.9431 13.9040
O -10.0869 -19.7292 12.4616
C -8.7279 -19.8870 12.8153
H -14.0657 -18.5158 12.6820
H -13.1236 -17.2923 11.9904
H -13.0076 -17.6372 13.8376
H -8.1998 -20.6779 12.2826
H -8.6326 -20.2411 13.8418
H -8.2440 -18.9132 12.7412
C -10.6035 -12.1666 20.5119
O -11.8834 -12.5878 20.7190
C -12.7927 -12.9776 19.6654
O -12.6716 -12.7580 18.4671
O -13.9176 -13.4842 20.2250
C -14.9940 -14.0326 19.5467
H -10.0532 -12.7815 19.7996
H -10.0872 -12.1808 21.4717
H -10.6414 -11.0933 20.3258
H -15.8100 -13.8942 20.2559
H -15.0780 -15.1088 19.3955
H -15.0954 -13.5275 18.5862
C -10.5776 -19.1646 17.2575
O -10.2281 -20.5068 17.0949
C -9.0149 -20.9388 16.8431
O -8.0616 -20.2225 16.7350
O -9.0074 -22.2650 16.7264
C -7.7750 -23.0140 16.7300
H -11.0232 -18.9828 18.2355
H -11.3831 -18.9915 16.5438
H -9.9073 -18.4024 16.8602
H -7.0338 -22.5986 16.0473
H -7.9953 -24.0638 16.5360
H -7.4981 -22.8974 17.7778
C -13.3606 -17.8965 21.3273
O -14.3615 -18.4807 22.1947
C -15.5832 -18.5601 21.7455
O -16.0878 -17.8928 20.8482
O -16.1868 -19.5639 22.4314
C -17.6110 -19.7655 22.2079
H -13.6212 -17.9992 20.2739
H -12.3760 -18.2548 21.6277
H -13.3727 -16.8229 21.5152
H -17.8380 -20.7654 22.5777
H -17.9542 -19.6441 21.1805
H -18.1234 -19.0281 22.8258
C -15.6598 -18.5278 17.4775
Cl -16.9431 -19.5376 18.1000
Cl -14.5930 -19.4136 16.3035
H -15.9107 -17.5361 17.1009
H -15.0110 -18.3048 18.3244
C -9.9375 -12.9277 16.5301
Cl -9.6839 -14.7019 16.7599
Cl -9.0104 -11.8796 17.6524
H -9.3917 -12.7684 15.6001
H -11.0028 -12.6975 16.5390
C -13.0344 -15.8614 16.4216
Cl -13.1588 -16.6378 18.0380
Cl -14.6160 -15.8323 15.6115
H -12.5900 -14.8762 16.5630
H -12.2215 -16.4675 16.0218
*
```

---

version i takes first place; second place is 0.0767 hartree up.